No. 1
Formula: C38H28BrF4HgO5P2S2
Source: the OMol25 dataset
Level of theory: ωB97M-V with the def2-TZVPD basis set

Element x y z (Å)
1 H -4.3598 0.7600 -1.4828
2 C -2.5339 -1.6272 4.6372
3 H -0.7736 0.7131 -2.3112
4 H 6.4038 2.8802 2.8599
5 F -1.0154 4.4388 -3.1140
6 H 2.8581 -3.7782 -2.3208
7 C -1.2605 0.5295 4.6620
8 C -1.2434 1.9916 4.1238
9 C 5.2263 1.2492 2.1200
10 C -1.4066 -1.3303 -2.3271
11 H 4.9863 4.6046 1.8163
12 H 0.4095 -1.1380 -0.0301
13 H -1.6557 0.5899 5.6810
14 C -0.0514 -1.5356 -4.7326
15 S -2.2512 0.6029 0.0022
16 C -0.7047 -2.6410 -4.2100
17 H 0.4306 -0.4544 5.6665
18 Hg -0.2838 0.9673 1.4569
19 H 4.1939 0.1965 -1.5193
20 C 0.0953 -0.2229 4.6503
21 C 2.6087 2.5983 -2.5150
22 C 4.1183 0.8778 1.3862
23 C 5.5460 2.5899 2.2670
24 C 1.2951 0.4835 3.9480
25 C 2.2427 -0.2837 -0.7456
26 C -1.1943 -2.3802 4.7248
27 H 0.4433 0.5276 -4.4515
28 C -5.9415 -2.7052 -2.0630
29 Br -0.5960 3.8097 -0.1666
30 H -4.0796 -3.4931 -1.3477
31 H 4.5439 -1.9864 -2.5658
32 C 2.6876 -2.8040 -1.8827
33 H -1.8612 -3.4032 -2.5782
34 F 0.6563 4.0203 -5.2532
35 H -0.8180 -2.4551 5.7451
36 C 3.4239 -0.5547 -1.4472
37 H -1.2657 -3.3796 4.2950
38 C 4.7516 3.5571 1.6774
39 C -0.7507 -0.2256 -2.8479
40 H -0.6920 -3.5833 -4.7422
41 H 3.0154 3.9446 0.4773
42 H 3.8358 -0.1625 1.3083
43 H 0.4761 -1.6195 -5.6742
44 C 2.2893 3.0831 -3.7531
45 P -2.3492 -1.2697 -0.7432
46 C 3.6473 3.1908 0.9289
47 C -0.0705 -0.3326 -4.0469
48 C -1.3737 -2.5397 -3.0079
49 F 3.9012 2.2491 -2.2905
50 O 1.2853 0.4944 2.6741
51 O -1.4468 2.8836 4.9340
52 C 3.6294 -1.7962 -2.0182
53 C 1.3100 -1.3152 -0.6124
54 O -1.1925 -0.9782 2.8809
55 C -6.1059 -0.3122 -2.1168
56 H -3.2844 -2.2170 4.1071
57 C 0.4533 3.2555 -1.6814
58 C 1.6858 2.5570 -1.4356
59 H -2.9310 -1.3363 5.6101
60 C -6.6745 -1.5588 -2.3231
61 H 5.8385 0.4953 2.5983
62 C -4.6444 -2.6042 -1.5961
63 C -0.2936 -1.4823 3.8535
64 H 0.8048 -3.3467 -1.0049
65 F 3.2280 3.1551 -4.7340
66 H -6.3850 -3.6800 -2.2156
67 H -6.6818 0.5842 -2.3054
68 P 1.7967 1.3581 -0.0786
69 H 0.5386 -1.9922 3.3663
70 C 3.3356 1.8442 0.7635
71 H -2.9299 0.0752 3.2414
72 C -4.0678 -1.3557 -1.4006
73 C 1.0020 3.5995 -4.0035
74 C 1.5323 -2.5623 -1.1544
75 C -2.1200 -0.4095 3.7894
76 C 0.1316 3.7524 -2.9199
77 S -1.9850 -2.8593 0.3390
78 O -1.0986 2.1626 2.8722
79 O 2.2108 0.8841 4.6490
80 C -4.8043 -0.2075 -1.6623
81 H -7.6947 -1.6408 -2.6798

Computed properties:
2S+1 = 2
HOMO (spin up / spin down) = -0.1 / -2.8 eV
Net charge = -2
Orbital gap (spin up / spin down) = 4.2 / 6.9 eV
Strongest force on any atom = 3.6 eV Å⁻¹

---

No. 2
Formula: CNPS
Source: the OMol25 dataset
Level of theory: ωB97M-V with the def2-TZVPD basis set

Element x y z (Å)
1 C -1.1375 0.5539 -0.0342
2 N -0.1694 -0.1129 0.0055
3 S 2.9283 0.6744 -0.0176
4 P 2.2459 -1.1420 0.0412

Computed properties:
2S+1 = 3
HOMO (spin up / spin down) = -8.0 / -10.5 eV
Net charge = 0
Orbital gap (spin up / spin down) = 6.5 / 5.7 eV
Strongest force on any atom = 1.1 eV Å⁻¹